ORCA calculation (ωB97M-V/def2-TZVPD) on an isolated molecule of C21H22N4O4S in a non-equilibrium geometry.

Geometry as XYZ:
```
52
Properties=species:S:1:pos:R:3:forces:R:3:nbo_charge:R:1
C 5.63005 3.44497 0.85215 -0.158 0.107 0.097 -0.251
O 6.64612 2.70882 0.21917 0.182 -0.253 -0.158 -0.493
C 6.38304 1.42653 -0.16585 0.141 -0.081 -0.085 0.314
C 7.43913 0.75217 -0.78062 -0.063 0.165 0.085 -0.259
C 7.27432 -0.55080 -1.20476 0.024 0.133 0.042 -0.186
C 6.06630 -1.19976 -1.02695 -0.260 -0.001 0.088 -0.231
C 5.00532 -0.53686 -0.41673 0.674 0.043 -0.198 0.039
C 3.73801 -1.22953 -0.23488 -0.790 -0.359 0.136 0.074
C 2.52949 -0.74093 0.30711 -0.117 -0.322 -0.088 -0.298
C 1.64280 -1.80169 0.23770 0.609 0.049 -0.105 0.021
C 0.27461 -2.07475 0.71437 -0.202 -0.032 0.251 0.654
O -0.01524 -3.20296 1.08551 0.086 -0.164 -0.135 -0.624
N -0.60622 -1.04352 0.77871 -0.008 -0.046 0.078 -0.424
C -0.52431 0.18877 0.03018 -0.129 0.216 -0.389 -0.223
C -1.58762 0.19315 -1.07280 0.451 0.315 -0.274 -0.248
N -2.89549 -0.00430 -0.48176 -0.861 0.339 -0.486 -0.671
S -4.15770 0.21203 -1.58893 0.184 0.025 0.365 2.301
O -4.37140 -0.98764 -2.34838 -0.176 -0.115 0.222 -0.939
O -3.88095 1.42679 -2.29535 0.044 0.188 0.153 -0.935
C -5.52525 0.46613 -0.46683 0.415 -0.194 -0.334 -0.257
C -6.54728 -0.45980 -0.39770 0.025 -0.139 -0.135 -0.215
C -7.59135 -0.24562 0.48835 -0.006 0.031 0.001 -0.211
C -7.59543 0.88622 1.28833 -0.037 -0.057 -0.012 -0.183
C -6.56344 1.80949 1.20710 0.101 0.031 -0.059 -0.210
C -5.51884 1.59961 0.32243 -0.015 0.173 0.079 -0.203
C -2.97603 -1.27511 0.20730 0.021 -0.459 0.380 -0.249
C -1.92699 -1.29333 1.31865 -0.321 -0.237 0.074 -0.233
N 2.34624 -2.82764 -0.30196 -0.530 0.246 0.186 -0.280
N 3.58521 -2.50173 -0.60035 0.596 -0.075 -0.200 -0.231
C 5.16855 0.78004 0.01319 -0.042 0.095 0.052 -0.324
H 5.31544 2.97440 1.78972 -0.002 0.011 -0.041 0.174
H 4.75991 3.57512 0.19982 0.023 -0.016 0.031 0.173
H 6.06393 4.41998 1.06880 -0.081 -0.054 0.007 0.201
H 8.37392 1.27387 -0.91037 0.113 0.061 -0.017 0.223
H 8.09734 -1.06470 -1.67848 0.071 -0.038 -0.039 0.215
H 5.92330 -2.21715 -1.35185 0.027 -0.100 -0.049 0.230
H 2.34909 0.22850 0.72304 -0.087 0.189 0.069 0.225
H -0.70605 1.02643 0.71172 0.065 0.017 -0.069 0.200
H 0.45865 0.29046 -0.42419 -0.134 0.044 0.044 0.236
H -1.36488 -0.60311 -1.79948 0.072 0.060 0.039 0.188
H -1.60913 1.15053 -1.59347 0.202 -0.048 0.003 0.243
H -6.50882 -1.32499 -1.04083 -0.053 -0.133 -0.038 0.247
H -8.39900 -0.95861 0.55313 -0.057 -0.062 -0.005 0.223
H -8.41009 1.05256 1.97721 -0.063 0.011 0.061 0.219
H -6.57632 2.69097 1.82990 0.015 0.076 0.038 0.222
H -4.70404 2.29817 0.22246 0.075 0.157 0.077 0.238
H -2.80549 -2.10834 -0.48905 -0.013 0.022 0.098 0.203
H -3.97838 -1.36937 0.62820 0.065 -0.140 0.100 0.221
H -2.15662 -0.50847 2.04616 -0.012 -0.045 -0.006 0.198
H -1.90922 -2.26699 1.81035 -0.068 0.181 -0.036 0.256
H 1.99728 -3.76363 -0.44707 0.077 0.095 0.041 0.427
H 4.34352 1.28560 0.48787 -0.071 0.089 0.059 0.211
```
Forces are in eV/Å.

Max |F| = 1.0 eV Å⁻¹
SMILES string = COc1cccc(-c2cc(C(=O)N3CCN(S(=O)(=O)c4ccccc4)CC3)[nH]n2)c1
Charge = 0
ΔE to the lowest compared entry with this formula, charge and spin = 65.2 kcal per mole
Gap between HOMO and LUMO = 8.66 eV
Molecular weight = 426.5 g/mol
Spin multiplicity = 1
Calculated total energy = -47119.282 eV